No. 1
# C6H10O

C6H10O as an isolated structure in a non-equilibrium geometry (ωB97M-V/def2-TZVPD, the OMol25 dataset).

Each line ends with the Mulliken charge.
Positions of all 17 atoms, in Å:
C (1.81126, -0.50431, -0.24629)  -1.4694
C (0.80636, 0.35011, 0.50989)  0.2411
C (0.06233, 1.42434, -0.32226)  -1.0706
C (-1.23995, 0.96354, 0.21500)  0.0339
O (-1.51448, -0.17682, -1.18197)  -0.5670
C (-1.23162, -1.15481, -0.20609)  -0.5792
C (-0.59801, -0.25890, 0.85092)  -0.3110
H (2.16238, -1.34655, 0.36033)  0.3333
H (2.68549, 0.09322, -0.52968)  0.3679
H (1.37238, -0.90551, -1.16766)  0.3514
H (1.26753, 0.75317, 1.42015)  0.4094
H (0.36361, 2.45471, -0.50572)  0.4118
H (-0.20651, 0.86419, -1.25081)  0.3358
H (-2.12202, 1.53696, 0.51223)  0.4520
H (-0.64265, -2.02547, -0.52778)  0.3004
H (-2.18796, -1.51010, 0.18778)  0.3337
H (-0.78813, -0.55777, 1.88197)  0.4264

Its energy relative to the best compared isomer or geometry (same formula, charge and spin) is 330.55 kJ/mol. As for the HOMO-LUMO gap: 9.98 eV.

---

No. 2
# CH4N2S

A 2-piece molecular cluster, CH4N2S overall in a non-equilibrium geometry (ωB97M-V/def2-TZVPD, the OMol25 dataset).

Each line ends with the Mulliken charge.
Positions of all 8 atoms, in Å:
C (-0.90035, 0.19635, 0.01202)  0.0523
H (1.97981, -0.59278, 1.11273)  0.1492
H (0.56512, 1.71703, -0.93062)  0.3056
H (-1.42654, 1.12298, -0.03555)  0.3256
H (-0.95036, -1.73050, 0.01120)  0.2443
N (0.50030, 0.66058, 0.13478)  -0.4215
N (-1.52099, -0.89004, -0.14129)  -0.5144
S (1.75301, -0.48362, -0.16328)  -0.1411

Its energy relative to the best compared isomer or geometry (same formula, charge and spin) is 353.75 kJ/mol. As for the HOMO-LUMO gap: 9.08 eV.

---

No. 3
# C4H13N5

A 2-piece molecular cluster, C4H13N5 overall in a non-equilibrium geometry (ωB97M-V/def2-TZVPD, the OMol25 dataset).

Each line ends with the Mulliken charge.
Positions of all 22 atoms, in Å:
C (0.11114, -2.10451, -0.15006)  -1.2088
C (-0.53177, -0.90912, -0.78950)  0.4188
N (-1.88070, -0.75987, -0.58241)  -0.5159
N (0.05846, -0.40100, -1.85838)  -0.4915
H (-2.16960, -0.99483, 0.35753)  0.3041
H (-2.24532, 0.14440, -0.85649)  0.3121
H (-0.49175, 0.30597, -2.33574)  0.3131
H (-0.08773, -2.12343, 0.92014)  0.3108
H (1.18539, -2.09542, -0.32509)  0.3248
H (-0.29997, -3.01024, -0.60017)  0.3538
N (1.76227, 0.73943, 0.47093)  -0.1411
C (0.05423, 0.86689, 0.85245)  0.4677
N (2.15067, 0.75210, -0.80709)  -0.7712
N (-0.52582, 1.90754, 0.12201)  -0.4068
C (-0.38435, 0.46566, 2.05236)  -1.0783
H (1.96180, -0.18349, 0.85349)  0.2964
H (1.16380, 0.09680, -1.58102)  0.3919
H (2.21059, 1.73413, -1.09011)  0.2295
H (-1.06444, 2.56356, 0.67556)  0.2097
H (0.13366, 2.39934, -0.46705)  0.1768
H (0.07764, -0.36620, 2.56366)  0.2643
H (-1.18819, 0.97231, 2.57499)  0.2398

Its energy relative to the best compared isomer or geometry (same formula, charge and spin) is 313.69 kJ/mol. As for the HOMO-LUMO gap: 7.97 eV.

---

No. 4
# C43H44BrCl2Ge2N5O2S2Ti

C43H44BrCl2Ge2N5O2S2Ti as an isolated structure in a non-equilibrium geometry (ωB97M-V/def2-TZVPD, the OMol25 dataset).

Each line ends with the Mulliken charge.
Positions of all 102 atoms, in Å:
Ti (-0.44653, -0.44128, 0.37769)  -0.6472
Br (5.84675, -1.89085, -4.68756)  -0.2085
C (5.67083, -2.74372, -3.00590)  0.0990
C (5.74395, -4.12800, -2.94268)  -0.6540
C (5.64847, -4.74606, -1.70481)  -0.2110
C (5.44253, -3.98923, -0.55883)  -0.0199
C (5.38856, -2.60033, -0.63878)  -0.0398
C (5.50535, -1.97526, -1.86627)  -0.3918
N (5.47214, -4.72879, 0.68907)  -0.4299
N (4.78044, -4.42102, 1.67535)  -0.5140
C (3.72976, -3.43104, 1.61603)  -0.1024
C (3.71884, -2.52574, 2.64472)  -0.3753
C (2.77812, -1.47759, 2.71775)  -0.8884
C (1.80666, -1.36694, 1.74683)  0.2323
O (0.86580, -0.43820, 1.72010)  -0.7346
C (1.74856, -2.36718, 0.71892)  0.3043
N (0.69379, -2.25885, -0.14149)  0.8117
C (0.48631, -3.20413, -1.02597)  -0.5229
C (1.31699, -4.33119, -1.12286)  -1.5833
C (2.40214, -4.43150, -0.30074)  -0.8489
C (2.67346, -3.41533, 0.65012)  1.3079
H (5.89588, -4.71097, -3.83950)  0.4413
H (5.73796, -5.82044, -1.61484)  0.4862
H (5.27439, -2.00064, 0.25232)  0.4057
H (5.46430, -0.89780, -1.93199)  0.4954
H (4.48697, -2.61394, 3.40213)  0.4579
H (2.81125, -0.75618, 3.52159)  0.5410
H (-0.35572, -3.06042, -1.69522)  0.7311
H (1.08668, -5.10215, -1.84305)  0.4729
H (3.04000, -5.29777, -0.36093)  0.6002
C (0.73466, 4.24162, -2.10861)  -1.5085
C (0.82530, 2.71761, -2.03626)  -0.2840
Ge (0.53412, 1.93462, -0.22805)  1.2129
C (2.30735, 2.05203, 0.67869)  -0.6317
C (2.98778, 3.41530, 0.59503)  -1.2233
C (-0.51379, 3.31792, 0.69325)  -0.8343
C (-1.65363, 3.10306, 1.35804)  0.9672
Ge (-2.26271, 1.20525, 1.40186)  1.1163
C (-2.62274, 0.55505, 3.25949)  -0.2746
C (-3.34604, 1.36996, 4.32818)  -1.3480
C (-3.92225, 0.95445, 0.33224)  -0.3648
C (-5.11242, 1.89584, 0.49048)  -1.2542
C (-2.40614, 4.24230, 1.98336)  0.2701
C (-1.90373, 5.54950, 2.01913)  -0.8025
C (-2.62187, 6.58838, 2.58108)  -0.7647
C (-3.87621, 6.36036, 3.13346)  -0.5105
C (-4.39142, 5.07683, 3.11323)  -1.2320
C (-3.66048, 4.04233, 2.54708)  0.7543
H (0.97008, 4.60361, -3.11335)  0.4038
H (1.42020, 4.73416, -1.42024)  0.2490
H (-0.26962, 4.59067, -1.86629)  0.3403
H (1.80236, 2.36975, -2.38001)  0.4066
H (0.08589, 2.28794, -2.71201)  0.1237
H (2.96895, 1.28368, 0.26365)  0.2959
H (2.12656, 1.77704, 1.71952)  0.4366
H (3.34019, 3.62970, -0.41471)  0.2896
H (3.85480, 3.47444, 1.25739)  0.4245
H (2.31305, 4.22286, 0.88197)  0.2179
H (-0.15400, 4.34006, 0.61248)  0.1606
H (-1.63169, 0.28638, 3.64207)  0.2655
H (-3.15731, -0.39004, 3.10857)  0.1074
H (-2.88096, 2.34239, 4.48732)  0.3142
H (-3.34346, 0.84750, 5.28770)  0.4353
H (-4.39089, 1.54725, 4.06825)  0.2799
H (-4.24772, -0.07083, 0.53936)  0.1044
H (-3.59045, 0.96282, -0.70959)  0.3822
H (-5.55501, 1.83456, 1.48644)  0.2644
H (-5.90081, 1.64665, -0.22375)  0.4033
H (-4.83673, 2.93587, 0.31924)  0.3276
H (-0.93000, 5.76502, 1.60651)  0.4031
H (-2.19980, 7.58481, 2.58994)  0.3957
H (-4.43867, 7.17378, 3.57312)  0.3878
H (-5.36591, 4.87369, 3.53754)  0.3897
H (-4.08386, 3.04978, 2.53826)  0.3762
Cl (-3.86646, -1.66271, -2.90647)  -0.2303
C (-3.63843, -2.34405, -1.33739)  0.5647
C (-4.50488, -3.36507, -0.89914)  -0.5187
C (-4.35408, -3.92607, 0.33541)  0.6810
Cl (-5.43409, -5.18835, 0.84455)  -0.2685
C (-3.32942, -3.48737, 1.21356)  0.3086
C (-3.09719, -3.99277, 2.51690)  -1.1116
C (-2.08918, -3.47221, 3.27364)  -1.4449
C (-1.30905, -2.41977, 2.75405)  -0.5231
N (-1.49888, -1.93033, 1.54992)  0.7183
C (-2.48588, -2.46200, 0.76201)  0.7374
C (-2.61552, -1.88324, -0.53880)  -0.5962
O (-1.77288, -0.92379, -0.87399)  -1.2411
H (-5.29487, -3.70111, -1.55557)  0.5017
H (-3.72591, -4.78497, 2.89797)  0.4818
H (-1.89282, -3.83351, 4.27199)  0.4859
H (-0.52095, -1.95835, 3.34088)  0.7251
S (1.62046, -0.62094, -2.61079)  0.0701
C (1.38379, -0.00042, -4.12406)  -0.2142
N (2.33527, 0.37794, -4.98227)  -0.0821
C (1.94119, 0.69916, -6.34295)  -0.6709
C (0.45882, 1.07449, -6.27577)  -0.5525
S (-0.20214, 0.21990, -4.81344)  -0.0290
H (3.29689, 0.17768, -4.74149)  0.1817
H (2.10292, -0.15984, -7.00069)  0.3065
H (2.53821, 1.53381, -6.71093)  0.3306
H (-0.07693, 0.73269, -7.15771)  0.3975
H (0.31639, 2.14777, -6.16164)  0.3041

Its energy relative to the best compared isomer or geometry (same formula, charge and spin) is 78.13 kJ/mol. As for the HOMO-LUMO gap (alpha / beta): 6.25 / 6.23 eV.

---

No. 5
# C5H6O

One molecule with the formula C5H6O in a non-equilibrium geometry (ωB97M-V/def2-TZVPD, the OMol25 dataset).

Each line ends with the Mulliken charge.
Positions of all 12 atoms, in Å:
C (0.19045, -0.00589, -0.29263)  1.2433
C (1.37667, 0.54558, 0.37252)  -0.6721
C (-0.11375, -1.49200, -0.22925)  -1.2792
O (1.19136, 0.42876, -1.14172)  -0.4713
C (-0.96151, 0.85168, -0.03968)  -1.0171
C (-1.88805, 1.58622, 0.16849)  0.1889
H (1.44260, 1.58847, 0.66004)  0.3054
H (2.08030, -0.12183, 0.85781)  0.2326
H (-0.83538, -1.74505, -1.00340)  0.3179
H (0.80092, -2.05787, -0.39225)  0.3826
H (-0.52993, -1.74992, 0.74382)  0.3044
H (-2.75370, 2.17185, 0.29624)  0.4646

Its structure (SMILES) is C#C[C@]1(C)CO1. Its energy relative to the best compared isomer or geometry (same formula, charge and spin) is 288.25 kJ/mol. As for the HOMO-LUMO gap: 10.91 eV.

---

No. 6
# C10H7N3Si

One molecule with the formula C10H7N3Si in a non-equilibrium geometry (ωB97M-V/def2-TZVPD, the OMol25 dataset).

Each line ends with the Mulliken charge.
Positions of all 21 atoms, in Å:
C (-1.20619, 0.04294, 1.10053)  0.4596
C (-3.39526, -1.77514, 0.31458)  0.2381
C (-3.79037, 1.05889, -0.19878)  0.2137
C (0.29899, 0.91794, -1.48018)  -0.2434
C (0.84519, -0.35559, -1.73257)  -0.4760
C (0.59224, 1.59282, -0.40328)  -0.9604
C (1.70144, -0.92502, -0.84038)  -0.4088
C (1.13832, 0.92738, 0.78796)  0.4695
C (1.87885, -0.37972, 0.47042)  0.3110
C (2.62882, -0.93204, 1.38860)  -1.3017
N (-0.09002, 0.40257, 1.41859)  -0.3032
N (-3.89547, -2.77255, 0.58236)  -0.4208
N (-4.57441, 1.85254, -0.49914)  -0.4414
Si (-2.44075, -0.32388, -0.19738)  0.0328
H (-0.45049, 1.33683, -2.12048)  0.5109
H (0.53116, -0.80985, -2.61862)  0.4973
H (0.22313, 2.54611, -0.11951)  0.3906
H (2.26330, -1.89005, -0.95305)  0.3003
H (1.60931, 1.67132, 1.45397)  0.4143
H (3.27101, -1.74172, 1.35312)  0.4124
H (2.86120, -0.44379, 2.29323)  0.3050

Its structure (SMILES) is C=C1C=CC=C[C@H]1N=C=[Si](C#N)C#N. Its energy relative to the best compared isomer or geometry (same formula, charge and spin) is 0.00 kJ/mol. As for the HOMO-LUMO gap (alpha / beta): 7.34 / 7.34 eV.